Below is a structure of composition C35H40N7O4PdS, with properties calculated with ωB97M-V/def2-TZVPD.

The value obtained for the HOMO energy is -4.27 eV. The calculation puts the HOMO-LUMO gap at 0.2217 hartree. The energy relative to the best compared isomer or geometry (same formula, charge and spin) comes out at 0.0000 eV. Its total charge is -1. The value obtained for the total energy is -2568.1379 a.u.

Atoms and positions in Å:
Pd (-1.128, -2.546, -0.223)
C (-2.416, -4.536, -2.039)
C (-2.890, -3.619, -0.921)
O (-3.479, -2.535, -1.199)
N (-3.297, -4.359, 0.232)
C (-3.507, -3.640, 1.464)
C (-2.324, -3.764, 2.397)
C (-2.489, -4.083, 3.740)
C (-1.376, -4.211, 4.555)
C (-0.123, -4.020, 3.999)
C (-0.045, -3.703, 2.652)
N (-1.110, -3.579, 1.863)
H (-1.628, -4.052, -2.606)
H (-3.259, -4.731, -2.709)
H (-2.039, -5.486, -1.658)
H (-2.774, -5.212, 0.351)
H (-4.410, -3.978, 1.978)
H (-3.644, -2.592, 1.192)
H (-3.488, -4.227, 4.135)
H (-1.486, -4.464, 5.602)
H (0.779, -4.116, 4.588)
H (0.916, -3.532, 2.182)
C (4.311, 0.235, 3.841)
C (3.827, 1.106, 2.673)
C (3.351, 2.447, 3.232)
C (4.992, 1.365, 1.709)
C (2.718, 0.365, 1.932)
C (2.984, -0.849, 1.303)
C (1.964, -1.506, 0.642)
N (0.719, -1.046, 0.565)
C (0.447, 0.121, 1.142)
C (1.419, 0.841, 1.839)
C (-0.954, 0.634, 0.974)
C (-1.336, 1.896, 1.427)
C (-2.630, 2.352, 1.225)
C (-3.499, 1.491, 0.557)
C (-3.046, 0.252, 0.136)
N (-1.800, -0.172, 0.342)
C (-3.107, 3.725, 1.692)
C (-3.594, 4.530, 0.480)
C (-1.999, 4.520, 2.385)
C (-4.265, 3.542, 2.683)
H (5.118, 0.740, 4.378)
H (4.688, -0.727, 3.489)
H (3.496, 0.043, 4.544)
H (4.182, 2.942, 3.737)
H (2.546, 2.319, 3.960)
H (3.001, 3.109, 2.437)
H (5.780, 1.926, 2.219)
H (4.661, 1.946, 0.845)
H (5.428, 0.436, 1.339)
H (3.976, -1.283, 1.313)
H (2.150, -2.449, 0.138)
H (1.157, 1.782, 2.295)
H (-0.617, 2.528, 1.926)
H (-4.525, 1.774, 0.353)
H (-3.689, -0.451, -0.386)
H (-2.787, 4.667, -0.243)
H (-3.941, 5.516, 0.800)
H (-4.420, 4.031, -0.029)
H (-1.155, 4.701, 1.714)
H (-1.630, 4.005, 3.276)
H (-2.390, 5.491, 2.699)
H (-5.101, 3.008, 2.227)
H (-4.628, 4.517, 3.019)
H (-3.939, 2.975, 3.557)
O (5.506, 0.194, -5.767)
S (5.105, 1.310, -6.597)
O (5.568, 2.607, -6.138)
O (5.213, 1.086, -8.026)
C (3.304, 1.435, -6.344)
N (2.666, 2.405, -7.012)
C (1.368, 2.513, -6.777)
C (0.682, 1.683, -5.903)
C (1.425, 0.689, -5.290)
N (2.730, 0.568, -5.517)
C (0.843, -0.285, -4.318)
C (1.671, -1.222, -3.712)
C (1.129, -2.086, -2.778)
N (-0.152, -2.067, -2.402)
C (-0.954, -1.189, -3.011)
C (-0.503, -0.296, -3.970)
H (0.847, 3.306, -7.306)
H (-0.374, 1.822, -5.718)
H (2.721, -1.249, -3.977)
H (1.758, -2.817, -2.282)
H (-1.993, -1.213, -2.702)
H (-1.206, 0.394, -4.415)

From a Mulliken analysis of the wavefunction, the atomic charges in e read:
1 Pd -0.105
2 C -1.100
3 C 0.629
4 O -0.604
5 N -0.324
6 C -0.659
7 C 0.735
8 C -0.894
9 C -0.304
10 C -0.829
11 C -0.237
12 N 0.208
13 H 0.232
14 H 0.307
15 H 0.361
16 H 0.257
17 H 0.325
18 H 0.128
19 H 0.373
20 H 0.386
21 H 0.420
22 H 0.396
23 C -1.647
24 C 2.138
25 C -2.131
26 C -1.614
27 C 0.163
28 C -0.667
29 C -1.225
30 N 0.504
31 C -0.630
32 C -0.122
33 C -0.234
34 C -0.125
35 C 0.369
36 C -0.769
37 C -1.080
38 N 0.624
39 C 2.062
40 C -1.639
41 C -2.129
42 C -1.612
43 H 0.449
44 H 0.336
45 H 0.371
46 H 0.429
47 H 0.396
48 H 0.425
49 H 0.448
50 H 0.387
51 H 0.330
52 H 0.447
53 H 0.512
54 H 0.479
55 H 0.447
56 H 0.450
57 H 0.572
58 H 0.385
59 H 0.450
60 H 0.312
61 H 0.417
62 H 0.405
63 H 0.420
64 H 0.312
65 H 0.449
66 H 0.369
67 O -0.676
68 S 1.195
69 O -0.694
70 O -0.693
71 C 0.042
72 N -0.517
73 C -0.376
74 C -0.515
75 C 0.305
76 N -0.324
77 C 1.248
78 C -0.301
79 C -1.159
80 N 0.224
81 C -0.303
82 C -0.966
83 H 0.397
84 H 0.350
85 H 0.672
86 H 0.505
87 H 0.422
88 H 0.228

---

Below is a structure of composition C35H41AsN5P2PdSSe2Te, with properties calculated with ωB97M-V/def2-TZVPD.

The value obtained for the HOMO energy (alpha / beta) is -3.40 / -3.83 eV. Its multiplicity is 3. The calculation puts the HOMO-LUMO gap (alpha / beta) at 0.2059 / 0.2121 hartree. The energy relative to the best compared isomer or geometry (same formula, charge and spin) comes out at 1.0346 eV. Its total charge is -1. The value obtained for the total energy is -10147.6459 a.u.

Atoms and positions in Å:
Pd (-0.666, 0.306, 0.299)
Se (1.072, -2.343, 6.707)
P (2.522, -1.526, 5.403)
C (3.800, -2.697, 4.856)
C (4.096, -3.820, 5.623)
C (5.123, -4.669, 5.244)
C (5.865, -4.397, 4.101)
C (5.577, -3.277, 3.336)
C (4.543, -2.432, 3.710)
C (3.475, -0.203, 6.208)
C (4.861, -0.236, 6.282)
C (5.552, 0.769, 6.950)
C (4.859, 1.810, 7.541)
C (3.471, 1.845, 7.469)
C (2.783, 0.845, 6.813)
C (1.905, -0.761, 3.906)
C (1.266, -1.171, 2.729)
N (0.993, -0.037, 2.053)
N (1.422, 0.991, 2.753)
N (1.976, 0.582, 3.872)
P (0.835, -2.705, 1.862)
Se (-0.494, -2.338, 0.200)
C (0.178, -3.990, 2.958)
C (0.974, -4.584, 3.929)
C (0.477, -5.601, 4.728)
C (-0.832, -6.027, 4.567)
C (-1.636, -5.435, 3.603)
C (-1.135, -4.426, 2.798)
C (2.398, -3.368, 1.191)
C (2.798, -4.692, 1.275)
C (3.948, -5.111, 0.614)
C (4.693, -4.211, -0.128)
C (4.292, -2.882, -0.219)
C (3.146, -2.466, 0.433)
H (3.502, -4.024, 6.506)
H (5.345, -5.544, 5.840)
H (6.662, -5.064, 3.803)
H (6.138, -3.066, 2.438)
H (4.316, -1.559, 3.110)
H (5.418, -1.039, 5.820)
H (6.632, 0.731, 7.001)
H (5.394, 2.596, 8.058)
H (2.923, 2.660, 7.922)
H (1.702, 0.872, 6.758)
H (1.999, -4.273, 4.071)
H (1.110, -6.037, 5.488)
H (-1.225, -6.815, 5.194)
H (-2.658, -5.766, 3.471)
H (-1.747, -3.974, 2.028)
H (2.219, -5.414, 1.835)
H (4.252, -6.147, 0.679)
H (5.585, -4.541, -0.646)
H (4.857, -2.173, -0.810)
H (2.803, -1.439, 0.335)
Te (-1.800, -0.297, -2.035)
S (-1.857, 2.174, 1.328)
C (-2.345, 0.598, 1.811)
N (-1.971, 0.006, 2.993)
C (-2.955, -0.961, 3.426)
C (-3.616, -1.305, 2.088)
N (-3.488, -0.049, 1.369)
H (-1.477, 0.600, 3.643)
H (-3.678, -0.521, 4.123)
H (-2.488, -1.829, 3.895)
H (-4.662, -1.589, 2.199)
H (-3.070, -2.109, 1.582)
H (-3.570, -0.079, 0.355)
C (3.551, 0.357, -3.355)
C (2.699, 1.482, -2.788)
As (2.014, 1.084, -0.975)
C (1.551, 2.941, -0.493)
C (0.453, 3.510, -1.381)
C (3.750, 0.953, -0.009)
C (4.655, 2.169, 0.070)
H (3.926, 0.589, -4.354)
H (2.978, -0.569, -3.431)
H (4.422, 0.150, -2.731)
H (1.805, 1.621, -3.403)
H (3.236, 2.435, -2.776)
H (2.460, 3.541, -0.568)
H (1.235, 2.915, 0.556)
H (0.801, 3.649, -2.408)
H (0.131, 4.486, -1.010)
H (-0.423, 2.855, -1.401)
H (4.281, 0.129, -0.496)
H (3.489, 0.608, 0.996)
H (4.918, 2.550, -0.920)
H (5.588, 1.921, 0.583)
H (4.193, 2.985, 0.624)

From a Mulliken analysis of the wavefunction, the atomic charges in e read:
1 Pd 0.350
2 Se -0.378
3 P 0.726
4 C -0.035
5 C -0.466
6 C -0.753
7 C -0.520
8 C -0.856
9 C 0.055
10 C 0.791
11 C -0.144
12 C -0.832
13 C -0.461
14 C -0.724
15 C -0.495
16 C -0.591
17 C 0.684
18 N 1.118
19 N -1.243
20 N -0.196
21 P 1.245
22 Se -0.746
23 C 0.598
24 C 0.089
25 C -0.959
26 C -0.612
27 C -0.729
28 C -0.853
29 C 0.016
30 C -0.326
31 C -0.711
32 C -0.858
33 C -0.344
34 C 0.495
35 H 0.441
36 H 0.398
37 H 0.391
38 H 0.458
39 H 0.559
40 H 0.323
41 H 0.405
42 H 0.365
43 H 0.375
44 H 0.367
45 H 0.279
46 H 0.460
47 H 0.386
48 H 0.428
49 H 0.223
50 H 0.444
51 H 0.425
52 H 0.381
53 H 0.395
54 H -0.529
55 Te -0.524
56 S -0.274
57 C 0.043
58 N -0.023
59 C -0.558
60 C -0.168
61 N -0.330
62 H 0.292
63 H 0.369
64 H 0.281
65 H 0.356
66 H -0.056
67 H 0.195
68 C -1.197
69 C -0.724
70 As 0.475
71 C -0.513
72 C -1.196
73 C 0.487
74 C -1.592
75 H 0.380
76 H 0.323
77 H 0.241
78 H 0.415
79 H 0.455
80 H 0.514
81 H 0.297
82 H 0.365
83 H 0.348
84 H 0.174
85 H -0.214
86 H -0.048
87 H 0.310
88 H 0.446
89 H 0.343

---

Below is a structure of composition C35H41BaN6, with properties calculated with ωB97M-V/def2-TZVPD.

The value obtained for the HOMO energy is -9.86 eV. The calculation puts the HOMO-LUMO gap at 0.2170 hartree. The energy relative to the best compared isomer or geometry (same formula, charge and spin) comes out at 0.2334 eV. Its total charge is +1. The value obtained for the total energy is -1712.2044 a.u.

Atoms and positions in Å:
Ba (-0.261, -0.397, -0.651)
C (2.149, 0.655, -1.817)
C (1.304, 1.795, -1.692)
C (0.279, 1.673, -2.697)
C (0.525, 0.452, -3.363)
C (1.673, -0.172, -2.856)
C (2.379, -1.389, -3.414)
C (1.394, -2.287, -4.168)
C (3.058, -2.192, -2.301)
C (3.460, -0.922, -4.400)
C (-0.793, 2.604, -3.284)
C (-1.295, 3.769, -2.429)
C (-2.046, 1.788, -3.647)
C (-0.215, 3.209, -4.577)
C (1.678, 2.901, -0.694)
C (2.884, 2.481, 0.162)
C (0.557, 3.208, 0.308)
C (2.123, 4.169, -1.439)
H (3.009, 0.450, -1.199)
H (-0.032, 0.099, -4.220)
H (0.526, -2.543, -3.552)
H (1.876, -3.212, -4.490)
H (1.011, -1.787, -5.059)
H (2.342, -2.520, -1.538)
H (3.825, -1.600, -1.798)
H (3.542, -3.084, -2.704)
H (3.016, -0.338, -5.209)
H (3.982, -1.776, -4.840)
H (4.195, -0.292, -3.898)
H (-1.763, 3.435, -1.505)
H (-2.055, 4.312, -2.994)
H (-0.519, 4.484, -2.170)
H (-2.482, 1.308, -2.761)
H (-1.846, 1.006, -4.379)
H (-2.811, 2.442, -4.070)
H (0.669, 3.810, -4.355)
H (-0.951, 3.850, -5.069)
H (0.083, 2.424, -5.273)
H (2.677, 1.586, 0.759)
H (3.125, 3.287, 0.857)
H (3.768, 2.288, -0.444)
H (0.290, 2.307, 0.880)
H (-0.341, 3.591, -0.158)
H (0.891, 3.943, 1.045)
H (3.001, 3.942, -2.047)
H (2.397, 4.956, -0.732)
H (1.367, 4.569, -2.110)
C (0.766, -5.325, -0.427)
C (0.257, -4.116, -0.886)
N (-0.140, -3.168, -0.043)
C (-0.041, -3.419, 1.270)
C (0.533, -4.614, 1.702)
N (0.931, -5.560, 0.863)
C (-0.620, -2.453, 2.258)
C (-0.901, -2.872, 3.552)
C (-1.512, -2.005, 4.453)
C (-1.847, -0.740, 3.984)
C (-1.546, -0.381, 2.677)
N (-0.936, -1.224, 1.848)
C (-2.020, 0.934, 2.143)
C (-2.241, 2.012, 2.995)
N (-2.792, 3.146, 2.577)
C (-3.152, 3.200, 1.306)
C (-2.902, 2.145, 0.434)
N (-2.313, 1.027, 0.837)
C (-1.827, -2.429, 5.842)
C (-2.672, -1.684, 6.661)
C (-2.933, -2.123, 7.951)
N (-2.416, -3.230, 8.470)
C (-1.606, -3.940, 7.695)
C (-1.284, -3.588, 6.392)
H (1.060, -6.099, -1.125)
H (0.174, -3.928, -1.949)
H (0.697, -4.816, 2.752)
H (-0.693, -3.886, 3.851)
H (-2.371, -0.046, 4.620)
H (-1.950, 1.975, 4.037)
H (-3.633, 4.102, 0.949)
H (-3.190, 2.212, -0.607)
H (-3.153, -0.776, 6.330)
H (-3.594, -1.553, 8.593)
H (-1.184, -4.837, 8.132)
H (-0.598, -4.224, 5.852)

From a Mulliken analysis of the wavefunction, the atomic charges in e read:
1 Ba 1.859
2 C -0.187
3 C -0.042
4 C 0.714
5 C -0.559
6 C -0.381
7 C 1.890
8 C -1.899
9 C -1.668
10 C -1.810
11 C 1.962
12 C -1.800
13 C -1.806
14 C -1.810
15 C 2.144
16 C -2.291
17 C -1.478
18 C -1.720
19 H 0.321
20 H 0.180
21 H 0.301
22 H 0.424
23 H 0.342
24 H 0.265
25 H 0.311
26 H 0.457
27 H 0.366
28 H 0.457
29 H 0.354
30 H -0.021
31 H 0.573
32 H 0.320
33 H 0.270
34 H 0.307
35 H 0.440
36 H 0.340
37 H 0.465
38 H 0.313
39 H 0.288
40 H 0.486
41 H 0.438
42 H 0.142
43 H 0.022
44 H 0.617
45 H 0.356
46 H 0.474
47 H 0.251
48 C -0.346
49 C -0.396
50 N -0.130
51 C 0.437
52 C -0.310
53 N -0.577
54 C -0.050
55 C -0.654
56 C 0.857
57 C -0.109
58 C -0.488
59 N -0.293
60 C 0.466
61 C -0.476
62 N -0.580
63 C -0.406
64 C -0.415
65 N -0.185
66 C 1.033
67 C -0.519
68 C -0.403
69 N -0.584
70 C -0.382
71 C -0.649
72 H 0.424
73 H 0.454
74 H 0.541
75 H 0.413
76 H 0.268
77 H 0.488
78 H 0.419
79 H 0.692
80 H 0.351
81 H 0.379
82 H 0.379
83 H 0.375